Density functional theory data (ωB97M-V/def2-TZVPD) for C3H8N2S as an isolated structure in a non-equilibrium geometry.

Geometry (Å):
C 0.5916 0.5074 1.7622
C 0.4072 -0.0761 0.4504
C -0.2804 0.7309 -0.6490
H 0.7324 1.9061 1.4777
H 1.4600 -0.0549 2.3670
H -0.5225 0.1939 2.2246
H 0.0021 1.7360 -0.5880
H 0.5112 0.2445 -1.5287
H -2.0197 0.8780 -2.0043
H -2.1010 -0.4956 -0.6064
H 1.3141 -3.0192 -0.9616
N -1.7093 0.6083 -0.9087
N 0.8963 -1.3165 0.3270
S 0.7179 -1.8426 -1.3623

## Properties
HOMO energy = -0.3175 hartree
E_tot = -626.62723 Ha
M = 104.18 Da
Gap between HOMO and LUMO = 9.2146 eV
Maximum force = 4.931 eV/Å

natural (NBO) atomic charge list, values in e, 8 entries: -0.63, 0.21, -0.27, 0.21, 0.26, 0.25, 0.20, 0.17


Density functional theory data (ωB97M-V/def2-TZVPD) for an isolated molecule of C3ClF3 in a non-equilibrium geometry.

Geometry (Å):
C 0.4040 0.6428 0.2279
C 0.5583 -0.6562 0.2093
C -0.8489 0.0082 -0.2517
F 0.9550 1.8059 0.4942
F 1.2409 -1.7481 0.4036
F -1.1419 0.0172 -1.5697
Cl -2.3015 -0.1248 0.7061

## Properties
Expectation value of S² = 2.01
HOMO energy (spin up / spin down) = -0.1581 / -0.4018 hartree
E_tot = -873.73481 Ha
Multiplicity = 3
M = 128.48 Da
Gap between HOMO and LUMO (spin up / spin down) = 4.5981 / 6.3546 eV
Maximum force = 5.638 eV/Å

What are the natural (NBO) partial charges on each atom? They are as follows, in elementary charge units: 0.29, 0.35, 0.08, -0.25, -0.24, -0.32, 0.10


Density functional theory data (ωB97M-V/def2-TZVPD) for an isolated molecule of C3H2ClF2NS in a non-equilibrium geometry.

Geometry (Å):
C 1.0103 0.2077 -0.5656
C 0.4338 -0.9213 0.2744
C -0.4669 -0.6279 1.2848
H -1.3401 1.9721 -1.8402
H 2.1297 -0.1204 -1.1155
N 0.3304 1.2035 -1.0427
F -1.1272 -1.4392 2.0267
F -0.8599 0.7564 1.4806
S -1.3066 1.3183 -0.7122
Cl 1.1964 -2.3493 0.2096

## Properties
HOMO energy = -0.3343 hartree
SMILES = FC(F)=C(Cl)/C=N\S
E_tot = -1228.25751 Ha
M = 157.57 Da
Gap between HOMO and LUMO = 9.1560 eV
Maximum force = 5.404 eV/Å

natural (NBO) atomic charge list, values in e, 8 entries: 0.05, -0.34, 0.76, 0.10, 0.21, -0.55, -0.26, -0.34


Density functional theory data (ωB97M-V/def2-TZVPD) for C14H22O11Rb2 as an isolated structure in a non-equilibrium geometry.

Geometry (Å):
Rb 41.8157 -5.8380 9.0922
Rb 44.8079 -6.0576 6.6914
O 41.9666 -6.3314 6.2026
C 40.6737 -6.6245 5.7206
C 39.5849 -7.1641 6.6850
O 39.9025 -7.8845 7.8289
H 40.7946 -7.3384 4.8913
H 40.2270 -5.7312 5.2456
H 38.8052 -7.6945 6.1038
H 38.9952 -6.2599 7.0066
C 36.6901 -3.8941 8.5166
C 36.1217 -3.5300 9.8654
C 35.3714 -4.6266 10.6149
O 35.9498 -4.6570 11.9012
C 37.1552 -4.0281 11.8619
O 38.0015 -4.1194 12.6877
O 37.2467 -3.2814 10.7647
H 35.9684 -3.6269 7.7314
H 36.8425 -4.9574 8.3295
H 37.5650 -3.3074 8.2485
H 35.6385 -2.5538 9.9170
H 35.3935 -5.5965 10.1149
H 34.3024 -4.3945 10.5580
C 41.4881 -3.0373 4.5870
C 40.1511 -2.4299 4.8439
C 39.5326 -2.7926 6.2358
O 39.0918 -1.5451 6.7592
C 39.5930 -0.5325 6.0189
O 39.4823 0.6196 6.3046
O 40.2202 -0.9885 4.9431
H 41.7998 -2.7149 3.5889
H 41.3336 -4.1188 4.6658
H 42.3219 -2.7613 5.2319
H 39.4260 -2.6527 4.0624
H 40.2822 -3.3319 6.8081
H 38.6506 -3.4179 6.1155
C 36.5811 -8.3616 8.9899
C 35.3795 -9.1117 9.4862
C 34.1561 -8.2699 9.7571
O 33.0733 -9.0774 9.2837
C 33.5795 -10.0533 8.4716
O 32.9088 -10.8052 7.8562
O 34.9192 -9.9983 8.4274
H 36.3190 -7.8699 8.0508
H 37.4507 -8.9990 8.8622
H 36.7730 -7.5430 9.6922
H 35.6228 -9.7300 10.3529
H 34.1424 -7.3747 9.1314
H 34.0868 -8.0581 10.8216

## Properties
HOMO energy = -0.2069 hartree
E_tot = -1422.38300 Ha
M = 537.25 Da
Gap between HOMO and LUMO = 3.7340 eV
Maximum force = 2.062 eV/Å

Löwdin atomic charge list, values in e, 8 entries: 0.83, 0.91, -0.62, -0.45, -0.50, -0.44, 0.09, 0.06


Density functional theory data (ωB97M-V/def2-TZVPD) for a 2-piece molecular cluster, C4H11N2 overall in a non-equilibrium geometry.

Geometry (Å):
C -0.2757 2.4532 2.0322
C -0.9463 1.3106 1.2259
C -0.0590 0.1884 1.1591
C -0.0977 -1.0674 1.5419
N 0.6137 -2.1838 1.1628
N 0.3396 -1.3515 -5.2303
H 0.5270 2.8719 1.4328
H -0.9540 3.2665 2.2874
H 0.2105 2.0415 2.9144
H -1.1564 1.6326 0.1928
H -1.9222 1.0501 1.6350
H -0.6473 -1.2063 2.4840
H 0.6092 -2.8370 1.9488
H 1.5688 -1.8510 1.0680
H 0.7162 -0.8205 -6.0010
H 0.5366 -2.3429 -5.4128
H 0.9372 -1.1544 -4.4409

## Properties
HOMO energy = -0.4516 hartree
Net charge = +1
E_tot = -268.10710 Ha
M = 87.15 Da
Gap between HOMO and LUMO = 4.6263 eV
Maximum force = 3.798 eV/Å

natural (NBO) atomic charge list, values in e, 8 entries: -0.59, -0.58, 0.50, -0.07, -0.73, -1.06, 0.23, 0.25


Density functional theory data (ωB97M-V/def2-TZVPD) for an isolated molecule of CH6OP2 in a non-equilibrium geometry.

Geometry (Å):
C -0.5269 1.4182 1.0701
O 1.0718 -2.2540 -1.9444
P 0.1613 -0.0065 -0.0211
P 0.1012 -2.4793 -0.8477
H -1.5365 1.4599 0.9650
H -0.2527 2.3889 0.6238
H -0.2430 1.2388 2.1904
H 0.8222 0.6182 -1.0845
H 1.5452 0.1015 0.5809
H -1.1427 -2.4856 -1.5325

## Properties
HOMO energy = -0.3117 hartree
SMILES = C[PH2]=[PH]=O
E_tot = -799.56453 Ha
M = 96.01 Da
Gap between HOMO and LUMO = 8.5833 eV
Maximum force = 3.195 eV/Å

natural (NBO) atomic charge list, values in e, 8 entries: -0.88, -1.05, 0.30, 1.03, 0.22, 0.24, 0.25, 0.02


Copy entry 3 word for word.
Density functional theory data (ωB97M-V/def2-TZVPD) for an isolated molecule of C3H2ClF2NS in a non-equilibrium geometry.

Geometry (Å):
C 1.0103 0.2077 -0.5656
C 0.4338 -0.9213 0.2744
C -0.4669 -0.6279 1.2848
H -1.3401 1.9721 -1.8402
H 2.1297 -0.1204 -1.1155
N 0.3304 1.2035 -1.0427
F -1.1272 -1.4392 2.0267
F -0.8599 0.7564 1.4806
S -1.3066 1.3183 -0.7122
Cl 1.1964 -2.3493 0.2096

## Properties
HOMO energy = -0.3343 hartree
SMILES = FC(F)=C(Cl)/C=N\S
E_tot = -1228.25751 Ha
M = 157.57 Da
Gap between HOMO and LUMO = 9.1560 eV
Maximum force = 5.404 eV/Å

natural (NBO) atomic charge list, values in e, 8 entries: 0.05, -0.34, 0.76, 0.10, 0.21, -0.55, -0.26, -0.34


Please write out number 4 again, unchanged.
Density functional theory data (ωB97M-V/def2-TZVPD) for C14H22O11Rb2 as an isolated structure in a non-equilibrium geometry.

Geometry (Å):
Rb 41.8157 -5.8380 9.0922
Rb 44.8079 -6.0576 6.6914
O 41.9666 -6.3314 6.2026
C 40.6737 -6.6245 5.7206
C 39.5849 -7.1641 6.6850
O 39.9025 -7.8845 7.8289
H 40.7946 -7.3384 4.8913
H 40.2270 -5.7312 5.2456
H 38.8052 -7.6945 6.1038
H 38.9952 -6.2599 7.0066
C 36.6901 -3.8941 8.5166
C 36.1217 -3.5300 9.8654
C 35.3714 -4.6266 10.6149
O 35.9498 -4.6570 11.9012
C 37.1552 -4.0281 11.8619
O 38.0015 -4.1194 12.6877
O 37.2467 -3.2814 10.7647
H 35.9684 -3.6269 7.7314
H 36.8425 -4.9574 8.3295
H 37.5650 -3.3074 8.2485
H 35.6385 -2.5538 9.9170
H 35.3935 -5.5965 10.1149
H 34.3024 -4.3945 10.5580
C 41.4881 -3.0373 4.5870
C 40.1511 -2.4299 4.8439
C 39.5326 -2.7926 6.2358
O 39.0918 -1.5451 6.7592
C 39.5930 -0.5325 6.0189
O 39.4823 0.6196 6.3046
O 40.2202 -0.9885 4.9431
H 41.7998 -2.7149 3.5889
H 41.3336 -4.1188 4.6658
H 42.3219 -2.7613 5.2319
H 39.4260 -2.6527 4.0624
H 40.2822 -3.3319 6.8081
H 38.6506 -3.4179 6.1155
C 36.5811 -8.3616 8.9899
C 35.3795 -9.1117 9.4862
C 34.1561 -8.2699 9.7571
O 33.0733 -9.0774 9.2837
C 33.5795 -10.0533 8.4716
O 32.9088 -10.8052 7.8562
O 34.9192 -9.9983 8.4274
H 36.3190 -7.8699 8.0508
H 37.4507 -8.9990 8.8622
H 36.7730 -7.5430 9.6922
H 35.6228 -9.7300 10.3529
H 34.1424 -7.3747 9.1314
H 34.0868 -8.0581 10.8216

## Properties
HOMO energy = -0.2069 hartree
E_tot = -1422.38300 Ha
M = 537.25 Da
Gap between HOMO and LUMO = 3.7340 eV
Maximum force = 2.062 eV/Å

Löwdin atomic charge list, values in e, 8 entries: 0.83, 0.91, -0.62, -0.45, -0.50, -0.44, 0.09, 0.06


Which value of E_tot does entry 6 give?
-799.56453 Ha


Look up the E_tot of the sixth one.
-799.56453 Ha